Entry 1:
DFT (ωB97M-V/def2-TZVPD) results for 2 unconnected molecules or ions with the total composition C3H5BrClN4 in a non-equilibrium geometry.

```
14
Properties=species:S:1:pos:R:3:lowdin_charge:R:1
C -0.76421 1.89481 0.77848 -0.720
C 0.58609 2.40655 0.73130 -0.046
C -0.08700 0.12033 -0.46176 -0.353
N -1.06978 0.75560 0.17511 0.082
N 1.39926 1.68340 -0.03748 0.132
N 1.18208 0.50710 -0.55233 0.130
N -0.47764 -1.13986 -1.16789 0.208
Cl -2.01897 2.58501 1.72515 0.755
Br 1.41694 -3.08578 0.77055 0.452
H 0.87031 3.33488 1.24473 0.137
H 0.68493 -4.28750 0.87750 -0.244
H 0.11691 -1.40737 -2.03853 0.217
H -1.48170 -1.24195 -1.31953 0.166
H -0.35724 -2.12520 -0.72530 0.084
```

## Properties
Spin multiplicity: 3
ΔE to the lowest compared entry with this formula, charge and spin in kJ/mol: 0.0
HOMO-LUMO gap (spin up / spin down) in eV: 6.8 / 7.5
Strongest force on any atom in eV Å⁻¹: 3.5
Charge: +1

---

Entry 2:
DFT (ωB97M-V/def2-TZVPD) results for a molecular structure, C15H18BrCl21P2 in a non-equilibrium geometry.

```
57
Properties=species:S:1:pos:R:3:lowdin_charge:R:1
C 0.50475 -1.29721 -2.55891 -0.367
P 0.37985 -1.71313 -0.72071 0.540
C -1.39868 -1.42724 -0.13828 -0.360
P 1.85260 -0.65191 0.48206 0.334
Br 1.37509 -1.23415 2.63480 0.152
C 1.58299 1.19190 0.18222 -0.448
C 2.72860 2.05066 -0.43007 -0.322
C 2.48274 3.57835 -0.71513 -0.358
C 1.06018 4.24308 -0.39253 -0.181
C -0.02354 3.33565 0.24559 -0.070
C 0.21454 1.82120 0.53255 -0.242
H -0.15601 -2.05364 -3.12556 0.016
H 0.10443 -0.25946 -2.83423 0.040
H 1.55587 -1.39356 -2.99588 0.043
H -2.08883 -1.02232 -0.96052 0.055
H -1.81079 -2.46211 0.16644 -0.013
H -1.51062 -0.74948 0.77125 0.013
H 3.74145 1.61045 -0.69354 0.034
H 3.34193 4.18746 -1.15662 -0.029
H 0.81905 5.33235 -0.60845 0.028
H -1.05887 3.76326 0.49422 0.090
H -0.65168 1.26040 0.98685 -0.036
C -1.09024 -5.67438 -0.64855 -1.505
Cl -0.43844 -4.87442 0.78771 0.521
Cl -2.77977 -6.13095 -0.39026 0.487
Cl -0.94225 -4.62861 -2.07096 0.527
H -0.51310 -6.57920 -0.82744 0.017
C -6.38736 -4.39487 0.67446 -1.520
Cl -6.19901 -5.94344 -0.16219 0.476
Cl -4.86903 -3.48622 0.65290 0.506
Cl -7.68927 -3.44657 -0.05854 0.523
H -6.65152 -4.59573 1.71073 0.020
C 3.42281 2.53021 -4.47250 -1.478
Cl 3.57616 4.29384 -4.49251 0.529
Cl 4.89828 1.77102 -5.09023 0.523
Cl 3.06300 1.95859 -2.83297 0.679
H 2.59626 2.25110 -5.12335 0.017
C -2.28954 1.97428 3.83767 -1.478
Cl -0.88326 2.01174 2.75738 0.651
Cl -3.39154 3.30849 3.46754 0.525
Cl -3.12783 0.42103 3.70979 0.525
H -1.94106 2.09209 4.86217 0.018
C 3.25500 7.53082 -0.12510 -1.431
Cl 4.62954 7.52031 0.99152 0.527
Cl 2.66429 5.88043 -0.40394 0.698
Cl 1.95550 8.55970 0.49907 0.529
H 3.59011 7.94226 -1.07574 0.022
C -6.11589 -9.76710 1.80067 -1.532
Cl -5.11909 -8.63437 0.87681 0.475
Cl -5.93680 -9.47936 3.53718 0.520
Cl -7.81381 -9.63548 1.32034 0.519
H -5.77622 -10.77786 1.58431 0.015
C 6.63941 4.05864 1.19127 -1.515
Cl 5.03149 3.62280 0.59341 0.629
Cl 7.44631 2.64800 1.89116 0.530
Cl 7.61877 4.75397 -0.10850 0.521
H 6.52304 4.80872 1.97116 0.010
```

## Properties
Spin multiplicity: 1
HOMO-LUMO gap in eV: 7.3
Strongest force on any atom in eV Å⁻¹: 6.7
Charge: 0

---

Entry 3:
DFT (ωB97M-V/def2-TZVPD) results for 9 unconnected molecules or ions with the total composition C26H76O36P8S in a non-equilibrium geometry.

```
147
Properties=species:S:1:pos:R:3:lowdin_charge:R:1
C 4.12052 -1.36393 3.09885 -0.069
O 4.18155 -2.69733 2.54515 -0.219
P 4.77920 -2.87956 1.08865 0.374
O 4.71368 -4.24703 0.57780 -0.210
O 3.91308 -1.81139 0.28244 -0.221
C 2.96747 -2.18677 -0.67377 -0.113
O 6.16776 -2.14562 1.25422 -0.214
C 7.26552 -2.58150 0.45834 -0.086
H 3.09792 -1.17946 3.43028 0.066
H 4.46057 -0.66921 2.33808 0.060
H 4.71283 -1.32575 4.01462 0.096
H 2.38937 -1.29917 -0.95488 0.066
H 2.21276 -2.88942 -0.32852 0.099
H 3.45169 -2.48077 -1.60466 0.094
H 6.96185 -3.44752 -0.12847 0.082
H 8.11593 -2.71428 1.11754 0.094
H 7.58233 -1.86261 -0.30386 0.079
C 3.37741 5.59023 -4.55579 -0.113
O 2.04987 5.54556 -3.99223 -0.224
P 1.92974 5.16911 -2.41397 0.316
O 0.55931 5.44954 -2.02688 -0.208
O 3.05525 6.02735 -1.73928 -0.202
C 2.96702 7.44224 -1.87115 -0.092
O 2.45761 3.70424 -2.31130 -0.209
C 1.70766 2.66049 -2.95305 -0.067
H 4.16594 4.95436 -4.13588 0.089
H 3.75603 6.61084 -4.66738 0.084
H 3.30815 5.18376 -5.57859 0.089
H 2.84296 7.90589 -0.89916 0.095
H 2.18827 7.71492 -2.58724 0.092
H 3.86780 7.86334 -2.32882 0.089
H 0.95869 2.98461 -3.66905 0.096
H 1.10969 2.20678 -2.15429 0.077
H 2.43722 1.91620 -3.24531 0.084
C 5.04550 0.54432 -1.93689 -0.060
O 6.14134 0.42391 -1.00746 -0.226
P 6.29935 1.37263 0.24503 0.329
O 5.02905 1.66910 0.89144 -0.202
O 7.09537 2.60057 -0.34214 -0.194
C 8.35699 2.44990 -0.95853 -0.101
O 7.33141 0.54136 1.08921 -0.231
C 7.41971 0.74841 2.52492 -0.047
H 5.04524 1.45601 -2.53974 0.087
H 4.19265 0.54820 -1.25489 0.069
H 5.12745 -0.29603 -2.61612 0.094
H 8.96674 3.35101 -0.90256 0.090
H 8.35218 2.06473 -1.97472 0.091
H 8.92960 1.76785 -0.31204 0.087
H 7.22845 -0.22040 2.98630 0.082
H 6.68067 1.46723 2.86461 0.087
H 8.45379 1.01111 2.73319 0.090
C -5.18908 2.92329 -3.66256 -0.081
O -6.23100 2.57662 -2.73727 -0.205
P -6.04983 2.52566 -1.17659 0.316
O -4.95393 1.71144 -0.67760 -0.213
O -6.17322 4.03653 -0.75404 -0.203
C -6.57892 4.25735 0.63346 -0.054
O -7.42739 1.87536 -0.71212 -0.218
C -8.63325 2.43223 -1.24654 -0.102
H -4.18891 2.82315 -3.19946 0.085
H -5.23290 3.97783 -3.94665 0.091
H -5.06089 2.28910 -4.54021 0.087
H -7.38805 4.98761 0.62167 0.092
H -5.75805 4.75801 1.12579 0.088
H -6.89442 3.33121 1.10120 0.088
H -9.28014 2.68851 -0.39646 0.093
H -9.20836 1.60324 -1.67264 0.086
H -8.60203 3.27339 -1.92967 0.092
C -0.62894 -0.97342 -0.38999 -0.037
O 0.06076 -1.15336 0.89329 -0.219
P -0.05867 -0.16380 2.11751 0.319
O 0.64697 -0.71856 3.24894 -0.196
O 0.52456 1.20690 1.56391 -0.244
C 1.83424 1.17529 1.00768 -0.085
O -1.56100 0.20716 2.36943 -0.179
C -1.83020 1.61135 2.60661 -0.065
H -1.28873 -0.10993 -0.32906 0.087
H -0.97252 -1.97903 -0.57700 0.090
H 0.14148 -0.64649 -1.09343 0.073
H 1.85704 1.29880 -0.06826 0.076
H 2.40001 0.29039 1.32371 0.070
H 2.44833 1.91608 1.52475 0.084
H -1.64467 1.73927 3.68144 0.092
H -2.89106 1.75997 2.45733 0.094
H -1.19944 2.29704 2.05565 0.071
C -8.35838 -1.70668 -2.66680 -0.094
O -7.19560 -2.52438 -2.56294 -0.197
P -6.78355 -3.16644 -1.17828 0.327
O -7.74365 -2.84751 -0.12248 -0.228
O -6.47227 -4.65545 -1.52804 -0.197
C -5.85143 -5.49455 -0.56160 -0.083
O -5.32376 -2.63412 -0.90247 -0.214
C -5.05484 -1.24570 -0.81827 -0.106
H -8.92473 -2.09738 -3.51074 0.087
H -8.01877 -0.69571 -2.89862 0.081
H -8.99481 -1.66006 -1.78823 0.080
H -6.62182 -6.06867 -0.04688 0.092
H -5.12889 -4.96458 0.04401 0.091
H -5.38199 -6.27803 -1.16332 0.088
H -5.67783 -0.58418 -0.22010 0.079
H -5.11827 -0.88121 -1.85026 0.073
H -4.01296 -1.10897 -0.53204 0.084
C -3.45856 -2.97045 -6.16463 -0.082
O -3.55419 -3.42594 -4.81835 -0.196
P -2.67272 -2.79535 -3.68933 0.340
O -1.25920 -2.59666 -3.98517 -0.232
O -3.41048 -1.39713 -3.48381 -0.205
C -2.53840 -0.29314 -3.24971 -0.108
O -2.93932 -3.62924 -2.36497 -0.201
C -1.99510 -4.68843 -2.10770 -0.082
H -2.90762 -3.66519 -6.78251 0.092
H -3.02972 -1.96535 -6.24127 0.087
H -4.49185 -2.78184 -6.45732 0.095
H -2.57470 0.40746 -4.08793 0.089
H -1.48764 -0.52524 -3.10579 0.064
H -2.94312 0.23816 -2.38551 0.074
H -1.49534 -5.06371 -3.00626 0.087
H -2.59107 -5.52488 -1.74105 0.087
H -1.19164 -4.43097 -1.41901 0.085
C 1.34003 -7.48790 6.82098 -0.079
O 1.66159 -7.18420 5.45657 -0.213
P 0.94850 -6.02527 4.66593 0.330
O -0.48400 -5.87689 4.77171 -0.207
O 1.75119 -4.71509 5.10736 -0.211
C 1.41740 -3.53804 4.40888 -0.130
O 1.51859 -6.28716 3.19345 -0.211
C 2.96592 -6.36332 3.06668 -0.075
H 1.15959 -6.58037 7.39105 0.091
H 2.15446 -8.06561 7.26335 0.085
H 0.51317 -8.20248 6.86301 0.091
H 2.12766 -3.26542 3.63266 0.064
H 1.35896 -2.65095 5.05071 0.086
H 0.39734 -3.50812 4.01888 0.088
H 3.18346 -5.76630 2.17790 0.073
H 3.19576 -7.37378 2.72226 0.089
H 3.52056 -6.06045 3.93944 0.085
O -0.62400 7.79252 3.09226 -0.210
S -0.81680 6.63069 3.86453 0.590
O -1.94433 6.53620 4.69768 -0.210
O -0.60148 5.34402 2.91839 -0.191
C 0.20591 4.36463 3.60040 -0.151
C 1.21883 5.25232 4.27741 -0.173
O 0.46741 6.34524 4.78286 -0.188
H -0.48585 3.73044 4.14834 0.124
H 0.75157 3.76823 2.86786 0.126
H 2.04934 5.59475 3.65681 0.136
H 1.73750 4.83758 5.14516 0.137
```

## Properties
Spin multiplicity: 1
ΔE to the lowest compared entry with this formula, charge and spin in kJ/mol: 0.0
HOMO-LUMO gap in eV: 10.1
Strongest force on any atom in eV Å⁻¹: 2.4
SMILES: COP(=O)(OC)OC.COP(=O)(OC)OC.COP(=O)(OC)OC.COP(=O)(OC)OC.COP(=O)(OC)OC.COP(=O)(OC)OC.COP(=O)(OC)OC.COP(=O)(OC)OC.O=S1(=O)OCCO1
Charge: 0

---

| no. | E_tot (eV) |
| --- | --- |
| 1 | -91705.8966 |
| 2 | -367429.2815 |
| 3 | -187066.0707 |